145
Properties=species:S:1:pos:R:3:forces:R:3 method="wB97M-V/def2-TZVPD" e_tot_ev=-215753.7241 e_above_lowest_kcal_mol=0.0 e_homo_ev=-15.77 charge=+3
C -0.158565 3.743565 -1.939148 0.05 0.10 0.35
C 0.923392 3.196156 -2.802042 -1.19 -0.40 0.09
O 0.765617 2.719859 -3.873550 0.46 -0.14 -0.44
N 2.283283 3.150878 -2.166638 0.56 -0.96 -1.34
H 2.431615 3.962724 -1.559391 0.25 -0.43 0.48
H 2.369359 2.252369 -1.666645 -0.33 0.40 0.79
C 3.380387 2.998602 -3.219188 -0.20 1.18 0.39
H -1.119210 3.846066 -2.438348 0.34 0.03 -0.61
H 0.171133 4.704988 -1.544284 -0.20 -0.12 0.44
H -0.338595 3.004516 -1.152041 0.35 0.29 0.35
H 4.316670 2.917981 -2.677487 0.02 -0.05 -0.09
H 3.319946 3.912076 -3.805227 0.30 -0.13 -0.22
H 3.197913 2.124572 -3.829176 -0.14 -0.07 0.19
C 2.608233 -1.861289 -4.652899 0.72 0.27 0.72
C 2.160302 -1.740960 -6.052217 -1.80 0.73 0.17
O 1.040862 -1.604502 -6.421668 0.29 -0.16 -0.34
N 3.246601 -1.658948 -7.111679 1.17 -0.28 1.93
H 4.037213 -2.152036 -6.684154 -0.11 -0.39 -0.30
H 2.984870 -2.173065 -7.954977 -0.18 0.43 -0.20
C 3.825423 -0.273323 -7.319897 0.43 -0.01 -1.29
H 1.814374 -1.714580 -3.928029 -0.45 -0.21 -0.46
H 3.294325 -1.055754 -4.365016 0.47 -0.29 -0.30
H 3.061793 -2.834525 -4.452865 0.24 0.10 -0.07
H 3.336473 0.161456 -8.186313 0.05 0.08 0.05
H 4.876295 -0.471350 -7.522366 -0.03 0.35 -0.29
H 3.801624 0.424467 -6.487708 -0.55 -0.57 0.44
C 1.398445 0.317755 5.367842 -0.40 0.04 -0.41
C 2.795012 0.557581 4.882336 -1.34 -0.10 0.95
O 3.688846 0.937124 5.542547 0.86 0.10 -0.49
N 2.953057 0.192589 3.419462 0.38 -0.09 0.47
H 2.674179 -0.788320 3.369217 0.41 -0.11 -0.19
H 2.155880 0.639986 2.949190 0.36 0.59 -0.64
C 4.325939 0.503317 2.855727 -0.84 1.04 0.29
H 1.388069 0.258388 6.451536 0.07 -0.14 -0.02
H 0.954720 -0.559778 4.889514 0.08 -0.16 0.24
H 0.707493 1.114183 5.072826 0.29 0.21 -0.07
H 4.301488 0.310231 1.787989 0.34 -0.44 0.08
H 5.088247 0.073784 3.498054 -0.08 -0.59 -0.32
H 4.446776 1.578574 2.983516 -0.10 0.00 -0.11
C -2.500590 -3.952141 2.280132 -0.27 0.19 0.23
C -2.055921 -4.827417 1.165934 -1.48 -1.36 -0.07
O -2.396400 -5.953637 1.033776 0.53 0.07 -0.21
N -1.143770 -4.255895 0.111176 0.93 1.03 0.35
H -1.474668 -4.227800 -0.896258 -0.11 -0.65 0.37
H -0.975136 -3.266709 0.346006 -0.05 0.02 -0.05
C 0.208401 -4.909485 0.216267 -0.21 0.31 -0.95
H -3.185123 -4.514412 2.912146 0.17 -0.30 -0.10
H -3.114947 -3.127668 1.910104 0.50 0.38 0.02
H -1.663474 -3.648349 2.911461 -0.05 0.48 -0.19
H 0.153979 -5.968241 -0.025175 -0.37 -0.10 0.58
H 0.542116 -4.628099 1.211879 0.42 -0.49 -0.03
H 0.838808 -4.499334 -0.574625 0.05 0.36 0.25
C -4.515989 5.117257 5.626975 0.43 0.07 -0.01
C -3.135292 5.178172 5.034173 -0.12 -0.03 0.17
O -2.204436 5.831271 5.330303 0.19 0.38 0.29
N -2.907554 4.203022 3.878631 -0.64 -0.73 -0.08
H -3.281293 3.259679 4.149275 0.03 0.31 0.25
H -3.569429 4.503731 3.160197 0.33 -0.03 -0.28
C -1.487015 4.043454 3.430989 -0.42 -0.14 -0.52
H -4.484000 5.592739 6.604617 0.09 -0.18 0.07
H -4.807198 4.069558 5.682343 -0.26 0.07 0.16
H -5.253380 5.683152 5.055187 0.12 -0.12 -0.31
H -1.104690 5.005506 3.110708 0.30 -0.02 0.36
H -1.463036 3.345737 2.593433 -0.20 0.05 -0.03
H -0.967250 3.543543 4.237170 0.27 0.49 0.11
C -2.377616 -0.876391 -4.345273 0.99 0.74 0.14
C -2.393372 -0.371307 -2.931214 -0.41 -0.49 -1.40
O -2.431390 0.774236 -2.636507 0.05 0.25 0.93
N -2.393543 -1.439370 -1.882525 0.33 0.20 -0.09
H -2.170935 -2.368176 -2.302497 -0.71 0.09 -0.20
H -1.589235 -1.308411 -1.212722 -0.61 0.52 -0.09
C -3.688286 -1.455628 -1.092014 1.04 -0.39 0.03
H -2.477845 0.011101 -4.967137 -0.46 -0.15 -0.11
H -3.058582 -1.681370 -4.608256 -0.02 -0.06 0.19
H -1.338496 -1.176665 -4.536017 -0.12 -0.48 0.01
H -4.570339 -1.434917 -1.724424 0.17 -0.03 -0.26
H -3.648467 -0.595142 -0.429040 -0.14 -0.15 0.17
H -3.625468 -2.414914 -0.582403 -0.52 0.18 0.35
C 4.008317 -3.393616 1.019114 -0.29 0.30 0.49
C 4.443777 -4.784192 1.283558 0.84 0.75 -0.52
O 5.151031 -5.450283 0.620357 -0.28 -0.56 0.21
N 4.112126 -5.307309 2.694052 -1.46 -0.21 -0.15
H 3.134203 -5.115686 2.936788 0.09 0.50 -0.17
H 4.054272 -6.330116 2.603693 1.05 -0.02 0.31
C 4.960264 -4.757391 3.816458 0.43 -1.17 -0.30
H 2.930557 -3.232566 1.092061 -0.04 -0.18 -0.12
H 4.383686 -3.033396 0.065984 -0.01 -0.09 -0.02
H 4.439508 -2.774791 1.812683 0.10 0.15 -0.13
H 4.623086 -5.312979 4.687534 0.16 0.46 0.32
H 4.862484 -3.680701 3.873135 -0.32 -0.02 0.10
H 5.999044 -5.008282 3.611870 -0.02 -0.03 -0.03
C -4.703542 2.329487 -0.704472 -0.41 0.04 -0.37
C -4.929988 3.277165 -1.848499 -0.41 -0.76 0.95
O -5.180484 3.009079 -2.962199 0.14 0.35 -0.30
N -4.879265 4.764767 -1.446091 -0.38 0.88 -0.77
H -5.673219 4.970597 -0.833130 0.21 -0.32 0.39
H -4.015211 4.955111 -0.936162 -0.04 0.03 0.05
C -5.073668 5.695353 -2.612350 0.62 -0.19 -1.06
H -5.378952 1.498277 -0.908003 0.37 -0.27 -0.11
H -4.986998 2.659798 0.294415 0.30 0.45 -0.05
H -3.652481 2.032819 -0.757145 -0.05 -0.23 0.27
H -6.061593 5.526202 -3.030441 -0.19 0.31 0.38
H -4.406890 5.439363 -3.435978 0.22 -0.29 0.32
H -4.837457 6.722374 -2.351467 -0.43 -0.02 0.38
P 5.154653 -0.155338 -1.736525 0.35 1.32 -1.43
F 4.820464 1.315796 -1.125702 -0.32 -0.10 0.25
F 4.694024 -0.833823 -0.336675 0.22 -0.32 -0.48
F 3.585398 -0.213675 -2.293861 -0.18 -0.22 0.50
F 5.429089 -1.558528 -2.486879 -0.21 -0.41 0.97
F 5.518458 0.560371 -3.162278 0.04 0.27 0.03
F 6.660482 -0.011472 -1.247698 -0.26 -0.50 0.08
P 2.294093 3.728909 1.696993 -0.59 0.83 0.87
F 2.504379 2.105034 1.569240 0.24 0.17 -0.61
F 1.280660 3.432157 2.945712 0.46 -0.31 0.35
F 3.587307 3.807049 2.629115 -0.20 -0.29 0.14
F 2.007748 5.290152 1.901887 -0.05 -0.06 -0.34
F 3.213848 4.066513 0.395934 -0.30 -0.63 -0.15
F 0.987342 3.568384 0.728535 0.14 0.13 -0.55
N -1.914416 -4.133543 -2.595016 2.45 -0.62 -2.07
S -2.763703 -5.456949 -2.648449 -6.81 -2.25 2.01
O -2.236015 -6.610782 -2.004851 0.98 0.56 -0.54
O -3.709032 -5.577291 -3.723148 1.97 0.13 0.10
F -3.779047 -4.889524 -1.497377 0.39 0.20 0.34
S -0.894318 -4.481668 -3.878065 2.87 1.86 -1.00
O -1.449481 -4.169904 -5.146069 -0.32 -0.16 0.52
O 0.023321 -5.567758 -3.731268 -1.20 0.13 0.44
F 0.073727 -3.234269 -3.568778 -0.29 0.29 0.17
N -4.282165 1.844520 4.926308 2.37 -1.79 -0.11
S -4.800830 1.099655 3.647778 -4.64 -0.34 -2.19
O -5.639640 -0.030129 3.897617 0.87 0.44 -0.24
O -3.932080 1.079916 2.499903 0.22 0.33 0.34
F -5.883893 2.242817 3.251690 0.59 0.03 -0.03
S -3.011653 0.821757 5.272134 1.23 0.39 3.87
O -1.746813 1.401028 4.922702 -0.30 0.17 -0.67
O -3.168565 -0.592659 5.155116 -0.32 0.75 -0.76
F -3.066388 1.059186 6.838817 -0.07 0.04 -0.53
N -0.557785 -1.144732 0.251130 3.09 1.07 -0.35
S -0.806041 0.063236 1.213757 -4.63 2.53 3.07
O -1.453942 1.169977 0.567190 0.51 -0.44 0.06
O 0.215903 0.355177 2.168266 0.25 -0.44 -0.32
F -1.971327 -0.605275 2.039247 0.51 -0.21 -0.07
S 0.926495 -0.529499 -0.300785 2.85 -3.54 -3.24
O 2.129076 -0.838789 0.421301 -1.68 0.27 0.59
O 0.912182 0.630021 -1.123430 -0.83 0.68 0.74
F 0.927311 -1.681161 -1.422906 0.07 -0.20 -0.12

20
Properties=species:S:1:pos:R:3:forces:R:3 method="wB97M-V/def2-TZVPD" e_tot_ev=-11948.8760 e_above_lowest_kcal_mol=35.7 e_homo_ev=-14.28 charge=+1
N -1.194565 1.385475 0.179483 0.43 1.92 2.63
H -1.182447 1.836936 1.136100 0.14 -0.35 0.15
H -1.509844 0.440412 0.420306 -0.11 -0.31 -1.01
H -1.808612 2.062985 -0.268376 -0.24 -0.84 -0.91
H -0.203365 1.540081 -0.040423 0.02 -0.80 -0.72
H 3.722083 -1.590581 -1.609405 -0.45 -0.48 -0.15
H 4.715066 -0.540079 -1.298001 -0.17 0.19 0.15
O 3.778931 -0.748714 -1.163211 0.71 0.42 0.00
H -2.914621 -3.266560 -3.124556 0.08 -0.41 0.23
H -1.902478 -2.264294 -3.490078 0.43 0.02 0.01
O -1.986136 -3.060473 -2.952632 -0.52 0.43 -0.12
H -1.935819 -2.458588 1.355487 -0.42 0.38 -0.10
H -2.074342 -2.432306 -0.131406 -0.30 0.19 -0.18
O -2.389378 -1.956879 0.653418 0.88 -0.29 0.12
H 2.645405 1.524739 1.169037 0.45 0.02 0.26
H 2.933636 0.905926 -0.210392 0.35 -0.52 -0.30
O 2.248896 1.284127 0.337569 -1.22 0.42 0.04
H -0.848106 2.725792 3.532748 -0.13 0.47 0.78
H 0.427435 2.334117 2.737614 0.54 0.20 0.34
O -0.521734 2.277886 2.766724 -0.44 -0.66 -1.23

8
Properties=species:S:1:pos:R:3:forces:R:3 method="wB97M-V/def2-TZVPD" e_tot_ev=-13442.2605 e_above_lowest_kcal_mol=10.0 e_homo_ev=-9.96 smiles="C=N.S"
S 0.109028 -1.684491 -1.919060 -0.45 -0.14 -0.23
H -0.356088 -2.790576 -2.545065 0.15 0.30 0.19
C -0.036664 1.494121 1.778585 1.03 0.24 0.09
N 0.037250 2.472696 2.591878 -0.44 -1.29 -0.10
H -0.473644 0.522604 2.014589 -0.21 0.06 0.04
H 0.514470 1.535202 0.840184 -0.31 0.24 -0.22
H -1.058595 -1.031268 -2.113187 0.30 -0.15 0.05
H -0.421429 2.104846 3.432798 -0.06 0.74 0.19

13
Properties=species:S:1:pos:R:3:forces:R:3 method="wB97M-V/def2-TZVPD" e_tot_ev=-88856.5162 e_above_lowest_kcal_mol=4.9 e_homo_ev=-10.22 smiles="CC(=O)[C@@](C)(Cl)Br"
C 0.015193 -0.646526 0.895061 0.83 -2.70 0.11
C 0.724821 0.481046 1.618481 -2.68 0.52 1.11
C 0.074219 0.082080 -1.777346 1.91 -2.15 1.68
C -0.658696 -0.446803 -0.516323 -1.90 2.37 0.34
O 0.076079 -1.787313 1.396405 -0.71 3.15 -1.72
Cl -1.854821 -1.680837 -0.909854 0.86 0.23 0.19
Br -1.971179 1.361037 -0.104651 1.04 -1.31 0.02
H 1.279429 1.224930 1.121543 -0.01 1.00 -1.45
H 1.461261 -0.025166 2.149929 1.04 -0.92 1.53
H -0.024652 1.010972 2.337445 1.35 -1.02 -1.25
H 0.969489 0.695335 -1.546742 -0.74 -0.16 0.17
H 0.473792 -0.860196 -2.217488 -0.22 0.67 -0.19
H -0.564931 0.591437 -2.446459 -0.76 0.31 -0.53

18
Properties=species:S:1:pos:R:3:forces:R:3 method="wB97M-V/def2-TZVPD" e_tot_ev=-11280.9173 e_above_lowest_kcal_mol=105.3 e_homo_ev=-13.46 smiles="CC1=NC[C@]2(C[NH2+]2)N=N1" charge=+1
C -0.947812 0.198420 -1.266301 -0.18 0.32 -2.93
C -0.987651 0.008782 0.976986 0.91 -0.91 0.17
C 1.665410 0.305795 1.102600 -2.73 0.08 0.19
C 0.430798 -0.544041 0.755432 -0.31 3.07 1.40
C -1.125506 0.782733 -2.637820 0.00 0.09 0.57
N -1.580668 0.463287 -0.229145 -0.01 1.47 1.00
N -0.130219 -0.957682 -1.358703 0.35 -0.73 0.67
N 0.417114 -1.375823 -0.337483 1.72 -1.99 -0.72
N 1.340196 -0.906130 1.910046 0.81 -0.40 0.14
H -1.608506 -0.736898 1.365299 -1.03 -1.73 0.65
H -1.034696 0.726276 1.753078 0.29 1.31 0.55
H 2.537314 0.450164 0.509484 0.70 -0.79 -0.24
H 1.348670 1.190589 1.629308 0.18 0.24 0.15
H -2.124830 1.156003 -2.817614 -0.45 -0.47 -0.10
H -0.758802 0.029769 -3.353665 -0.34 0.74 0.01
H -0.565508 1.717839 -2.652709 0.55 -0.14 -0.24
H 1.961700 -1.690196 1.714829 -0.15 -0.21 -0.06
H 1.162995 -0.818886 2.936381 -0.31 0.07 -1.20

15
Properties=species:S:1:pos:R:3:forces:R:3 method="wB97M-V/def2-TZVPD" e_tot_ev=-8858.3880 e_above_lowest_kcal_mol=74.6 e_homo_ev=-9.31 smiles=c1ccncc1.C#C
C 0.528282 3.397420 -2.246637 0.86 -0.95 -0.57
C 1.394590 2.730725 -2.728291 0.75 -0.14 -0.12
C 1.066964 -0.678881 0.889431 -4.41 -0.92 1.43
C 0.258198 -0.672086 2.056964 -0.50 -1.37 0.70
C -1.132164 -0.906031 1.841291 0.67 -1.64 4.55
C -1.715201 -1.306504 0.699564 1.97 0.29 -3.90
C -0.855122 -1.415107 -0.390488 4.12 3.06 4.54
H -0.298966 3.831525 -1.817307 -1.16 0.87 0.61
H 2.240493 2.182853 -3.105856 -0.45 0.21 0.09
H 2.073053 -0.544026 0.975441 2.73 0.55 -0.21
H 0.751914 -0.850992 3.102822 -1.23 1.07 -1.99
H -1.818174 -1.289584 2.654501 1.14 1.54 0.13
H -2.735396 -1.513407 0.544404 -1.12 -0.32 0.34
H -1.164287 -1.567224 -1.329129 -0.84 -1.04 -3.42
N 0.525439 -1.020908 -0.250840 -2.53 -1.21 -2.18